# C23H25N3O5S

An isolated molecule of C23H25N3O5S (ωB97M-V with the def2-TZVPD basis set, the OMol25 dataset).

- E_HOMO: -7.911 eV
- SMILES string: CC(C)OCCCNC(=O)c1ccc2c(=O)n(Cc3ccc4c(c3)OCO4)c(=S)[nH]c2c1
- Multiplicity: 1

The geometry in XYZ format:
```
57
Properties=species:S:1:pos:R:3:lowdin_charge:R:1
C -8.496 -0.554 -0.261 -0.0517
H -8.511 0.497 0.014 0.0814
H -8.070 -0.655 -1.257 0.0765
H -9.518 -0.922 -0.287 0.0808
C -7.695 -1.357 0.766 -0.4406
C -7.655 -2.842 0.392 -0.0495
H -7.267 -2.990 -0.613 0.0707
H -8.659 -3.254 0.434 0.0795
H -7.025 -3.383 1.094 0.0826
O -6.402 -0.827 1.020 -0.1278
C -5.495 -0.724 -0.057 -0.2249
C -5.349 0.723 -0.548 -0.1454
H -6.287 1.052 -0.995 0.1045
H -5.143 1.364 0.310 0.1254
C -4.233 0.877 -1.583 -0.1708
N -2.919 0.768 -0.992 0.0707
C -2.045 1.798 -0.973 -0.4516
O -2.253 2.863 -1.518 0.0756
C -0.762 1.516 -0.251 -0.1151
C 0.385 2.122 -0.735 0.0634
C 1.606 1.914 -0.098 -0.1599
C 1.668 1.099 1.038 -0.0557
C 0.503 0.514 1.531 0.0138
C -0.703 0.717 0.896 -0.0194
H -1.601 0.284 1.308 0.1116
H 0.577 -0.094 2.419 0.1246
C 2.952 0.868 1.708 -0.3619
O 3.080 0.172 2.693 0.0941
N 4.049 1.508 1.135 0.0076
C 3.983 2.317 0.033 -0.7621
S 5.285 3.091 -0.605 0.7281
N 2.764 2.490 -0.549 0.0854
H 2.742 3.100 -1.356 0.1374
C 5.357 1.278 1.736 -0.1256
C 6.184 0.333 0.902 -0.2289
C 7.443 0.700 0.458 -0.0676
C 8.224 -0.152 -0.319 0.0173
C 7.687 -1.375 -0.638 -0.2031
C 6.417 -1.749 -0.196 -0.1911
C 5.648 -0.918 0.577 0.0672
H 4.676 -1.223 0.926 0.1258
O 6.129 -3.008 -0.654 0.0357
C 7.260 -3.418 -1.392 -0.1611
O 8.227 -2.391 -1.382 0.0347
H 6.964 -3.636 -2.431 0.1390
H 7.685 -4.329 -0.940 0.1392
H 9.203 0.136 -0.664 0.1187
H 7.831 1.674 0.711 0.1055
H 5.866 2.238 1.840 0.1035
H 5.167 0.847 2.723 0.1314
H 0.317 2.759 -1.604 0.1297
H -2.677 -0.099 -0.544 0.1241
H -4.277 1.870 -2.035 0.1208
H -4.343 0.122 -2.370 0.1267
H -4.532 -1.080 0.330 0.1197
H -5.783 -1.373 -0.891 0.1177
H -8.179 -1.258 1.745 0.1432
```

=====

# C23H25N3O7S

An isolated molecule of C23H25N3O7S (ωB97M-V with the def2-TZVPD basis set, the OMol25 dataset).

- E_HOMO: -8.280 eV
- SMILES string: COc1ccc(OC)c(N(CC(=O)Nc2ccccc2C(=O)NCc2ccco2)S(C)(=O)=O)c1
- Multiplicity: 1

The geometry in XYZ format:
```
59
Properties=species:S:1:pos:R:3:lowdin_charge:R:1
C 3.652 2.503 -3.668 -0.0792
H 3.114 3.144 -2.964 0.0994
O 4.578 1.672 -3.005 -0.0796
C 4.113 0.852 -2.026 -0.2641
C 2.776 0.736 -1.666 0.0465
C 2.390 -0.104 -0.631 -0.1937
C 3.348 -0.857 0.064 -0.2158
C 4.679 -0.763 -0.329 -0.0062
C 5.059 0.081 -1.354 0.0097
H 6.094 0.160 -1.642 0.1210
H 5.438 -1.338 0.177 0.1069
O 2.896 -1.633 1.095 -0.1058
C 3.831 -2.336 1.877 -0.0694
H 4.354 -3.100 1.292 0.0980
H 4.562 -1.662 2.333 0.0987
H 3.245 -2.817 2.658 0.0985
N 1.021 -0.114 -0.287 -0.1476
S 0.482 1.269 0.462 0.6697
O 0.850 2.392 -0.346 -0.2726
O -0.924 1.090 0.715 -0.2780
C 1.377 1.393 2.021 -0.0814
H 2.423 1.522 1.778 0.0697
H 0.992 2.258 2.545 0.0726
H 1.198 0.481 2.578 0.0478
C 0.303 -1.359 -0.101 -0.0608
C -0.502 -1.359 1.199 -0.4680
O 0.036 -1.254 2.281 0.0596
N -1.830 -1.547 1.009 0.1448
C -2.826 -1.478 1.997 -0.1595
C -2.591 -1.932 3.290 -0.0035
C -3.606 -1.915 4.229 -0.0715
C -4.872 -1.473 3.886 -0.0800
C -5.113 -1.026 2.600 -0.0167
C -4.096 -1.001 1.654 -0.0733
C -4.424 -0.471 0.291 -0.4571
O -5.395 -0.843 -0.342 0.0744
N -3.569 0.475 -0.155 0.0844
H -2.768 0.776 0.389 0.1030
C -3.731 1.095 -1.454 -0.0778
C -2.422 1.223 -2.155 -0.2657
C -1.795 2.307 -2.690 -0.0143
C -0.582 1.832 -3.246 -0.0646
C -0.559 0.497 -3.003 -0.1382
O -1.669 0.115 -2.343 0.0313
H 0.158 -0.265 -3.238 0.1244
H 0.159 2.415 -3.754 0.1009
H -2.148 3.317 -2.689 0.1135
H -4.429 0.462 -2.016 0.1334
H -4.169 2.095 -1.354 0.1377
H -6.094 -0.681 2.309 0.1203
H -5.668 -1.478 4.615 0.1018
H -3.407 -2.265 5.231 0.1042
H -1.610 -2.292 3.551 0.1074
H -2.173 -1.440 0.063 0.1374
H -0.354 -1.520 -0.963 0.1160
H 1.023 -2.178 -0.038 0.1398
H 2.001 1.308 -2.143 0.0839
H 4.243 3.118 -4.345 0.0949
H 2.933 1.914 -4.246 0.0929
```

=====

Going through the records in order, we get energy relative to the best compared isomer or geometry (same formula, charge and spin) values of 131.3, 156.9 kJ/mol.